{"formula": "N4O5", "method": "ωB97M-V/def2-TZVPD", "elements": ["O", "O", "N", "O", "O", "N", "N", "N", "O"], "xyz": [[0.0704, 2.4677, -0.0656], [-0.6556, -1.8256, 0.0204], [-0.3025, 0.3389, 0.0654], [-2.3493, -0.5399, -0.0785], [1.8145, -0.4447, -1.0724], [-0.7047, 1.5613, 0.0808], [-1.2113, -0.7754, -0.0146], [1.4608, -0.2910, 0.0082], [1.8777, -0.4913, 1.0564]], "nbo_charge": [-0.324, -0.360, -0.202, -0.294, -0.216, 0.269, 0.653, 0.686, -0.212], "homo_lumo_gap_ev": 8.547, "relative_energy_kcal_mol": 40.49, "multiplicity": 1, "e_tot_ev": -16186.857, "lumo_ev": -1.64}